# C20H30Br45O7P3S

C20H30Br45O7P3S as an isolated structure in a non-equilibrium geometry (ωB97M-V/def2-TZVPD, the OMol25 dataset).

The calculation puts the energy at -118559.57671 Eh. The calculation puts the lowest unoccupied orbital energy at -0.470 eV. The value obtained for the strongest force on any atom is 2.0 eV/A. The frontier orbital gap comes out at 8.687 eV. As for the spin multiplicity: 1.

Geometry as XYZ:
```
106
Properties=species:S:1:pos:R:3:forces:R:3:lowdin_charge:R:1
C 1.11958 -2.39263 4.48059 -0.11 0.21 -0.22 -0.0716
C 0.14954 -1.33371 4.95645 -0.09 -0.11 -0.30 -0.5010
O 0.17667 -0.13253 4.19718 0.07 0.20 0.08 -0.1507
C 0.04780 -0.27551 2.80028 0.00 -0.14 -0.07 -0.2012
C -0.03241 1.10304 2.20332 0.39 0.12 -0.21 -0.2167
O -0.26382 1.05449 0.79543 -0.04 -0.15 0.21 -0.2206
C 0.90917 0.77542 0.06117 -0.21 0.00 -0.31 -0.5349
P 0.39316 -0.54196 -1.09533 -1.61 0.44 -1.11 0.4659
S -1.24723 0.01884 -1.99888 -0.08 -0.26 -0.06 0.1922
P 1.59864 2.28981 -0.75504 0.64 -0.74 0.51 0.3662
O 2.98408 2.48457 -0.34913 1.04 0.12 0.49 -0.3309
O 0.66683 3.46638 -0.33523 -0.48 0.71 0.36 -0.0953
O 1.44979 2.10924 -2.30156 -0.69 0.05 -0.70 -0.1938
P -1.58479 -1.94268 5.19181 -0.53 0.78 0.17 0.8594
O -1.27710 -3.05920 6.33968 0.39 -0.07 0.42 -0.2824
O -1.68386 -2.82101 3.81595 -0.15 -0.64 -0.17 -0.2892
H 1.05864 -3.26555 5.11103 0.16 -0.35 0.27 0.0698
H 2.12926 -2.00823 4.49568 0.36 0.07 0.08 0.0912
H 0.89088 -2.73246 3.48421 -0.13 -0.12 -0.38 0.0701
H 0.44670 -1.05129 5.95858 0.06 0.38 0.35 0.1176
H -0.80784 -0.87567 2.50667 -0.37 -0.07 0.05 0.1257
H 0.93107 -0.75136 2.38122 0.28 -0.36 -0.05 0.1158
H -0.78836 1.71430 2.67318 -0.39 0.04 -0.10 0.0704
H 0.92551 1.59035 2.34241 0.05 -0.04 0.21 -0.0143
H 1.71186 0.43167 0.70370 0.37 -0.08 0.13 0.1021
H 1.38453 -0.79650 -2.03755 0.55 -0.11 0.35 -0.1085
H 0.21999 -1.74156 -0.40043 0.40 -0.02 0.37 -0.0069
H 1.08361 3.88584 0.44155 -0.32 0.21 -0.12 0.0228
H 1.87424 2.84487 -2.77374 0.00 -0.22 -0.13 0.0974
H -0.33032 -3.16852 6.50783 -0.21 -0.33 0.03 0.0409
H -2.49020 -3.35792 3.86568 0.12 0.17 -0.34 0.0586
C 2.88957 5.14342 3.13340 0.13 -0.13 -0.07 -1.5770
Br 4.74048 4.93409 2.69227 0.07 0.14 0.10 0.5977
Br 1.99423 6.26795 1.85782 -0.08 0.07 -0.07 0.6285
Br 2.05015 3.41509 3.20871 0.02 0.37 0.25 0.7206
H 2.80384 5.61501 4.10043 0.00 -0.02 0.07 -0.0205
C -4.33722 -3.26919 -1.70075 0.00 0.05 -0.01 -1.6482
Br -4.33379 -4.10063 -3.43111 0.01 -0.04 -0.04 0.5781
Br -6.10908 -2.80351 -1.13744 -0.07 0.00 0.04 0.5368
Br -3.45207 -4.36060 -0.38807 0.06 -0.06 0.06 0.5541
H -3.76607 -2.35883 -1.78168 0.09 0.14 -0.02 -0.0560
C -7.33008 -0.06662 2.35564 -0.09 0.06 0.01 -1.6146
Br -8.53625 -1.41327 1.68529 0.16 0.01 -0.07 0.5419
Br -7.87463 0.50899 4.10554 0.08 -0.03 0.02 0.5306
Br -5.48923 -0.63008 2.33210 -0.07 -0.04 0.02 0.5467
H -7.40824 0.78543 1.69655 0.02 0.03 -0.05 -0.0285
C 7.54171 6.59281 4.73614 0.03 -0.01 -0.01 -1.6873
Br 9.09171 5.45839 4.78554 0.01 -0.01 0.01 0.5663
Br 6.61005 6.59929 6.41491 -0.04 0.00 0.04 0.5731
Br 7.98550 8.36951 4.16057 0.01 0.05 -0.02 0.5749
H 6.86473 6.18080 4.00333 -0.04 -0.02 -0.02 -0.1364
C 7.46285 4.56936 -0.57046 -0.17 -0.01 -0.06 -1.6222
Br 5.70523 3.79762 -0.59571 0.05 -0.08 -0.03 0.6078
Br 7.86860 5.42027 1.11741 0.07 -0.03 -0.03 0.5466
Br 8.81105 3.28368 -1.03522 0.06 -0.04 0.00 0.5810
H 7.48663 5.34378 -1.32082 0.05 0.07 -0.02 -0.0312
C -10.45271 -4.94584 -0.25380 0.04 -0.01 0.04 -1.6436
Br -8.99919 -6.15448 0.07786 0.04 -0.03 0.02 0.5790
Br -11.40109 -4.51437 1.36000 -0.02 0.01 0.05 0.5731
Br -9.84737 -3.35982 -1.14900 -0.04 0.07 -0.11 0.5332
H -11.14547 -5.44453 -0.91306 -0.04 -0.02 -0.04 -0.0307
C -0.65557 2.15953 -4.90859 -0.04 -0.16 0.09 -1.6396
Br -2.22214 1.48602 -5.77986 -0.01 0.04 -0.05 0.5915
Br 0.93985 1.85095 -5.93581 -0.01 0.07 -0.07 0.5731
Br -0.81895 4.02665 -4.46646 0.04 0.11 0.01 0.6293
H -0.56140 1.62022 -3.97336 0.07 -0.03 0.05 -0.1267
C -4.33686 3.90799 -3.14513 0.01 -0.02 0.02 -1.6462
Br -4.94533 5.18233 -1.84413 -0.08 0.06 0.01 0.5731
Br -4.34001 2.12624 -2.43813 0.00 -0.09 0.09 0.5414
Br -5.34826 4.01682 -4.77583 -0.08 0.02 -0.04 0.5809
H -3.31401 4.15689 -3.38626 0.00 -0.01 -0.02 -0.1150
C 4.39428 -0.03967 -5.27358 -0.02 -0.02 -0.06 -1.6330
Br 5.95103 -1.15094 -5.09484 0.05 0.02 0.04 0.5933
Br 3.20514 -0.25206 -3.78251 0.16 -0.06 0.01 0.6145
Br 4.86246 1.80275 -5.53821 0.02 0.06 0.00 0.5798
H 3.86409 -0.36710 -6.15481 -0.03 -0.03 -0.04 -0.0268
C -6.77415 1.21210 8.26092 0.06 0.04 -0.08 -1.6424
Br -8.39916 0.46295 7.56135 -0.09 -0.03 0.09 0.5514
Br -5.23711 0.58586 7.29757 0.05 -0.06 -0.05 0.5498
Br -6.84571 3.13157 8.28562 -0.01 0.08 0.01 0.5714
H -6.67862 0.87929 9.28236 -0.01 -0.02 0.06 -0.0319
C -9.18251 3.54996 -3.06399 0.05 0.00 -0.01 -1.6624
Br -9.79415 4.82238 -1.76259 0.00 0.03 0.04 0.5678
Br -9.17800 1.76303 -2.35971 0.03 -0.05 0.04 0.5599
Br -10.19918 3.66203 -4.69010 -0.01 0.00 -0.05 0.5704
H -8.16043 3.80286 -3.30630 0.05 0.01 -0.01 -0.0761
C 7.60871 -4.67658 -5.42574 0.08 -0.04 0.02 -1.6480
Br 6.59866 -5.92809 -6.47313 -0.07 -0.02 -0.05 0.5965
Br 6.91385 -4.53667 -3.64131 -0.04 0.01 0.11 0.5619
Br 9.47963 -5.10117 -5.41871 0.05 -0.03 0.01 0.5947
H 7.49786 -3.71010 -5.89317 -0.03 0.05 -0.03 -0.0648
C 8.83608 -6.83889 -0.90335 0.00 0.03 -0.04 -1.6726
Br 7.81498 -8.11095 -1.91245 -0.04 -0.06 -0.04 0.5574
Br 8.21538 -6.71259 0.91051 -0.02 0.01 0.05 0.5715
Br 10.71603 -7.21898 -0.98374 0.06 -0.01 0.00 0.5729
H 8.68493 -5.87385 -1.36319 0.00 0.05 -0.03 -0.0676
C -3.93509 3.61661 3.11906 -0.05 0.04 -0.08 -1.6263
Br -3.84125 2.95764 1.32190 0.08 -0.06 -0.16 0.5600
Br -5.75640 3.87995 3.66843 -0.04 -0.03 0.08 0.5753
Br -2.97183 2.48090 4.33108 -0.01 -0.08 0.14 0.5925
H -3.45522 4.58284 3.13337 0.03 0.04 0.02 -0.0296
C 6.03215 -8.67419 -9.14491 0.02 -0.01 -0.01 -1.6819
Br 7.94488 -8.76980 -9.26274 0.06 0.00 0.00 0.5662
Br 5.30499 -7.44721 -10.43089 -0.02 0.04 -0.03 0.5693
Br 5.22609 -10.41063 -9.28606 -0.03 -0.05 -0.01 0.5802
H 5.79080 -8.29117 -8.16562 -0.02 0.00 0.06 -0.0770
```
Forces are in eV/Å.